204
Properties=species:S:1:pos:R:3:forces:R:3 method="wB97M-V/def2-TZVPD" e_tot_ev=-98642.6688 homo_ha=-0.295 smiles=CC1(C)CCCC(C)(C)N1O.CC1(C)CCCC(C)(C)N1O.COCCNCCOC.COCCNCCOC.COCCNCCOC.COCCNCCOC.COCCNCCOC.COCCNCCOC e_lumo_ev=0.412 relative_energy_kcal_mol=40.8
O 26.78886 27.43801 5.57955 -0.5 1.1 1.1
O 22.31649 11.91124 16.10754 -0.4 -1.0 0.5
O 30.78543 30.51068 2.17122 0.3 0.7 1.2
O 14.28959 16.01648 7.76428 0.9 0.4 -0.7
O 13.49200 27.68625 13.99117 -1.1 0.9 -0.7
O 10.87011 20.04093 10.30067 0.1 -0.3 0.2
O 21.44095 18.86469 16.91770 -0.3 0.9 1.0
O 15.74941 26.56960 9.66695 -0.8 -1.0 -0.7
O 10.52819 8.67626 20.02121 2.2 1.4 -0.3
O 24.01405 33.40239 12.14477 0.8 0.0 0.5
O 26.61637 36.66002 6.95381 0.2 -2.1 0.6
O 18.52457 14.71927 26.94102 0.5 -1.9 1.0
O 8.83344 13.21605 16.28767 -0.8 -1.2 -0.5
O 26.58056 15.76089 12.58922 -1.4 0.4 0.4
N 17.88897 15.79748 26.42989 0.0 2.8 -0.6
N 25.09958 14.16258 15.69189 -1.1 0.3 -0.5
N 21.26491 20.13678 16.26666 0.5 -0.1 -0.7
N 24.86769 35.43358 9.10881 0.6 -0.5 -0.1
N 13.40426 18.71170 9.37991 0.8 2.0 0.1
N 14.03517 28.39318 11.00859 -0.9 -0.6 1.2
N 28.23575 30.04460 4.88125 0.7 1.1 -0.3
N 9.48455 10.30979 18.00275 0.7 0.2 0.2
C 27.02014 17.06573 12.93932 0.7 -0.9 0.1
C 8.28223 12.45353 17.29826 -2.0 -0.3 0.9
C 28.81835 29.85084 3.53285 -0.4 -0.1 0.5
C 25.48061 15.23855 13.32761 -0.1 -1.7 -0.2
C 18.78727 19.97048 16.74114 0.8 1.3 0.8
C 18.57368 15.56649 23.99452 0.8 -0.6 0.6
C 26.78880 30.00124 5.07133 1.6 -1.0 0.3
C 15.92854 17.15827 26.22644 -0.6 0.6 -1.8
C 11.06020 10.03292 19.88148 -1.5 0.4 -1.0
C 9.55925 8.55864 21.01389 -0.6 1.1 -0.2
C 21.91568 21.31818 16.99725 -1.0 0.3 1.1
C 9.92695 19.83607 11.33796 0.5 -0.3 0.0
C 10.02430 10.97824 19.16815 0.8 -0.9 -0.2
C 15.95023 15.57930 27.95385 0.4 -0.5 0.8
C 10.18136 13.37986 16.34565 2.1 1.4 -0.6
C 18.68056 16.37998 25.31377 -1.1 1.2 -0.6
C 25.99452 14.58404 14.63549 1.2 0.7 0.1
C 13.09382 20.17411 9.42871 0.1 -0.6 0.9
C 16.41606 15.76619 26.52768 0.6 0.4 -1.0
C 20.15859 16.64138 25.69251 0.4 -0.9 0.6
C 16.53078 17.80618 24.98701 1.3 0.5 1.1
C 24.16814 13.11096 15.29695 0.1 -0.2 1.2
C 14.53072 18.42817 8.50378 0.5 -1.0 0.0
C 23.49230 12.58019 16.60412 -1.9 0.5 -2.1
C 26.74127 36.85888 5.58172 0.8 0.8 -0.6
C 8.33178 10.90515 17.33039 0.8 0.2 0.1
C 19.64698 19.03571 14.69889 1.6 0.5 -0.5
C 24.42119 33.66016 10.81721 -1.8 0.2 -1.1
C 26.53765 35.20236 7.30046 -0.3 2.3 -0.4
C 19.74145 21.53045 14.85294 -0.2 -1.1 1.1
C 20.24420 22.72190 15.61712 0.8 0.1 0.1
C 23.65352 32.03714 12.39231 -0.1 0.9 -0.5
C 21.14664 11.99504 16.95613 1.2 0.9 -0.8
C 23.37176 20.99808 17.13431 1.4 -0.1 -0.2
C 30.31943 30.25444 3.52717 -0.6 -1.2 -0.7
C 16.24283 27.59088 10.48053 0.8 0.8 0.6
C 13.02342 28.93922 13.39647 0.7 -1.8 -1.6
C 24.58551 35.18751 10.52417 0.6 -0.4 0.6
C 21.40363 21.67976 18.47597 -0.3 -1.4 -2.1
C 26.33359 27.50656 6.98135 0.7 1.4 -0.9
C 12.83244 28.50329 11.91533 0.1 1.2 0.3
C 30.67238 31.89007 1.83798 -0.2 0.3 0.6
C 13.84018 27.86460 15.32277 -0.3 0.4 0.5
C 21.70482 22.57312 16.13601 -0.9 0.0 -0.3
C 26.25363 35.16065 8.78608 0.3 -1.2 -0.8
C 15.29627 27.92110 11.63789 -1.1 -0.4 -0.5
C 26.29595 28.58806 4.82087 -1.5 -0.8 -0.2
C 19.91188 20.17149 15.68537 -1.9 0.7 -0.1
C 16.41697 26.21778 8.42123 -0.2 1.0 1.6
C 15.76892 14.77445 25.55067 0.0 -0.6 0.7
C 12.90796 15.81985 7.94332 0.4 -0.3 0.0
C 14.99582 16.97114 8.58591 -1.5 -0.6 0.0
C 18.07022 17.81366 25.08059 -0.2 -0.8 -1.0
C 12.18299 20.48267 10.61901 -0.1 0.7 -1.2
H 17.22929 27.30007 10.84170 0.2 0.0 0.3
H 24.60891 15.88665 13.41811 0.3 0.6 0.4
H 13.05254 28.45777 15.78738 0.3 0.6 0.4
H 16.24183 27.03211 7.71817 0.1 -0.2 -0.3
H 20.22084 21.50945 13.87425 0.3 -0.5 0.0
H 12.32539 16.65971 7.56471 -0.2 0.1 0.1
H 12.09991 29.34011 13.81422 -0.3 -0.6 0.2
H 25.40050 35.50360 11.17531 0.5 0.3 0.0
H 8.61050 8.70345 20.49716 -0.6 -0.6 0.4
H 23.63589 20.30306 17.93135 -0.5 -0.4 -0.2
H 20.20763 23.62758 15.01172 -0.1 0.0 -0.1
H 24.00346 21.84640 17.39779 -0.4 0.6 -0.1
H 15.64646 28.74998 12.25306 0.5 -0.1 -0.1
H 27.46927 34.68297 7.07594 0.3 0.3 -0.1
H 29.61688 32.15750 1.88799 -0.1 0.3 -0.6
H 11.25624 10.59380 20.79531 0.1 -0.8 0.7
H 14.86858 17.06425 25.99032 -0.3 0.1 0.6
H 25.23797 33.03700 10.45299 0.8 0.2 0.6
H 18.97294 19.06030 17.31144 -0.1 -0.1 -0.2
H 16.02931 25.26020 8.07358 -0.3 0.3 0.1
H 12.81472 20.60550 8.46741 -0.7 -0.1 -0.1
H 14.87881 15.76511 28.02891 -0.1 -0.4 -0.2
H 16.19249 18.84236 24.98722 -0.1 0.1 -0.3
H 17.55330 15.51680 23.61446 0.3 0.4 -0.3
H 13.69376 27.58779 10.50373 0.6 0.0 -0.9
H 9.78988 20.70177 11.98592 0.0 0.2 0.0
H 25.21066 28.63428 4.91089 -0.4 -0.3 0.3
H 30.43036 31.04228 4.27222 0.2 0.6 -0.5
H 14.83241 16.56673 9.58483 0.4 0.5 0.5
H 24.15742 11.94462 17.18872 -0.1 -0.2 0.1
H 23.05650 13.38782 17.19225 0.9 0.5 0.3
H 12.64316 15.54602 8.96460 0.0 0.4 0.4
H 26.97951 35.82734 9.25161 0.0 0.3 0.3
H 10.56365 11.86946 18.84732 0.1 0.1 0.2
H 14.81952 28.34304 15.31288 0.1 0.2 0.8
H 26.68925 15.32400 15.03288 -0.1 0.1 0.4
H 20.75050 13.00918 16.90395 0.0 0.4 0.1
H 20.30414 16.97129 26.72114 -0.5 0.2 0.2
H 21.86541 22.59305 18.85119 0.2 -0.3 0.0
H 12.26984 27.57011 11.94293 0.2 -0.2 0.2
H 12.16737 21.55804 10.79633 -0.2 0.4 -0.2
H 18.67085 21.60907 14.66394 -0.1 0.1 -0.1
H 14.47452 18.74547 7.46250 -0.8 -0.2 -0.5
H 25.61213 13.74844 16.45730 0.5 0.4 0.0
H 10.42713 14.26750 16.92858 0.1 0.3 0.3
H 16.34346 13.84816 25.55273 0.1 0.0 -0.2
H 17.76422 19.98983 16.36553 0.2 -0.1 -0.3
H 21.81012 23.49679 16.70508 0.5 -0.2 0.5
H 16.39189 16.35503 28.57937 0.3 0.0 0.0
H 20.35518 11.38292 16.52371 0.4 -0.5 0.4
H 28.31367 30.43944 2.76672 -0.2 0.5 0.3
H 25.25333 27.63676 7.04594 -0.1 -0.4 -0.1
H 9.28694 9.36269 18.29267 -0.1 -0.2 -0.3
H 27.44595 17.02316 13.94181 0.5 0.2 0.0
H 19.89207 18.06838 15.13743 0.1 0.0 -0.2
H 9.61682 9.42240 21.67623 0.1 -0.2 0.6
H 13.82130 26.94738 15.91136 0.4 -0.3 -0.5
H 16.05826 16.93187 8.34553 -0.2 -0.4 -0.3
H 15.43844 18.97859 8.75114 -0.2 0.4 1.0
H 20.32279 19.35030 13.90365 0.1 -1.1 -0.6
H 28.60786 28.83444 3.20008 0.7 -0.3 -0.2
H 26.69709 26.73441 7.65941 0.0 -0.6 -0.9
H 26.66180 13.76606 14.36387 0.0 -0.3 -0.5
H 18.72940 15.04836 27.81928 0.4 -0.6 0.3
H 7.44017 10.56209 17.85521 -0.5 0.3 -0.1
H 16.21225 14.61627 28.39206 -0.2 -0.1 -0.1
H 13.73061 29.76043 13.51310 0.5 -0.1 0.0
H 12.16613 29.19529 11.40030 0.0 0.3 0.1
H 18.88052 20.79678 17.44586 -0.3 0.0 0.3
H 9.28120 11.30628 19.89499 -0.4 0.0 0.3
H 31.16345 32.58080 2.52344 0.2 -0.3 0.8
H 24.40011 31.35013 11.99393 0.1 -0.1 0.0
H 27.57964 36.35353 5.10229 0.2 -0.7 0.3
H 25.12761 14.42539 12.69337 -0.2 -0.1 -0.1
H 16.29718 17.37064 24.01549 -0.5 -0.3 0.2
H 18.88792 14.52880 24.10654 -0.2 -0.3 0.7
H 27.75556 17.20407 12.14678 0.2 0.7 0.5
H 26.27844 30.71390 4.42346 0.0 -0.2 -0.1
H 7.22638 12.71114 17.21511 -0.3 -0.3 0.0
H 12.73890 20.12582 11.48603 -0.8 -1.0 0.4
H 24.69233 12.29456 14.80015 0.1 -0.4 0.0
H 10.83000 12.59686 16.73843 -0.5 -0.6 -0.1
H 23.40688 13.41640 14.57912 -0.1 0.4 0.3
H 9.65654 7.61730 21.55474 -0.1 0.1 -0.2
H 26.43266 28.34615 3.76688 0.4 -0.2 0.1
H 21.96899 18.29004 16.35862 0.2 0.4 -0.5
H 17.48510 26.09679 8.60168 0.2 0.1 -0.1
H 30.92611 29.42860 3.89869 0.0 -0.1 -0.1
H 16.34793 28.56886 10.01085 0.1 0.0 -0.9
H 21.65428 20.77493 19.02966 -0.3 0.3 0.6
H 10.24212 18.98736 11.94498 0.0 -0.1 0.3
H 24.73734 36.36019 8.72870 -0.8 0.3 0.7
H 26.62197 30.31005 6.10327 -0.2 0.1 0.0
H 8.52300 12.85382 18.28309 0.5 0.0 0.2
H 26.76948 28.40926 7.40941 -0.1 0.3 0.1
H 28.61755 29.35743 5.51538 0.3 -0.1 0.0
H 18.54878 18.49930 25.77984 -0.5 0.1 0.3
H 25.75506 34.81488 6.64816 -0.2 -0.4 0.3
H 26.30848 17.88999 12.98632 -0.6 -0.3 -0.5
H 14.79421 14.49095 25.94774 -0.3 0.1 -0.3
H 20.32856 21.82199 18.36601 0.0 0.0 0.6
H 20.68566 17.38225 25.09133 -0.6 0.1 -0.4
H 8.32943 10.48428 16.32492 -0.3 0.2 -0.2
H 21.44396 11.83164 17.99198 -0.4 -0.6 0.1
H 25.85584 36.61449 4.99488 -0.3 0.1 0.1
H 23.76887 20.64213 16.18367 0.0 -0.2 0.0
H 26.52775 34.14988 9.08823 -0.1 -0.1 0.3
H 18.64071 18.99476 14.28193 0.0 0.3 0.3
H 13.95515 20.78200 9.70563 0.8 -0.6 -0.1
H 15.10855 27.06892 12.29106 0.2 -0.2 0.0
H 22.49722 22.62514 15.38935 -0.4 -0.2 -0.6
H 11.99079 10.02008 19.31409 -0.2 -0.5 -0.1
H 15.67535 15.14635 24.53036 0.0 0.0 0.1
H 12.66178 14.92265 7.37542 0.0 0.2 -0.3
H 23.53756 31.88516 13.46542 0.1 0.2 -0.1
H 23.63041 33.29321 10.16291 -0.5 0.2 -0.3
H 19.59765 22.91087 16.47408 0.0 0.0 0.2
H 8.97804 19.56776 10.87354 0.1 0.2 -0.1
H 20.80565 15.76536 25.64776 -0.3 -0.4 -0.2
H 19.34258 15.87041 23.28422 -0.5 0.7 -0.4
H 31.17829 32.17102 0.91427 -0.5 -0.8 -0.4
H 16.08583 17.84031 27.06201 -0.1 -0.1 0.1
H 23.75187 35.78403 10.89475 -0.4 -0.4 -0.3
H 22.69480 31.86366 11.90358 -0.1 -0.3 -0.1
H 27.05014 37.89510 5.44412 -0.6 0.3 0.0
H 18.31871 18.15752 24.07654 0.8 0.0 0.0
H 12.57729 18.15199 9.22844 0.0 0.2 -0.3
H 10.49035 13.61303 15.32671 0.3 -0.1 0.0